[1]
Here is a structure of composition C45H50As2Br2N3O3SV from the Open Molecules 2025 dataset. Energies are from wB97M-V/def2-TZVPD.

Computed properties:
E_HOMO (alpha / beta)	-9.5 / -9.7	eV
spin multiplicity	4
charge	+1

CARTESIAN COORDINATES (ANGSTROEM)
V -0.3043 0.1359 0.4900
C -2.3799 0.1169 -2.5421
C -3.3040 0.6425 -1.4836
As -2.9936 -0.3513 0.1813
C -4.4343 0.3801 1.1978
C -4.4410 0.1369 2.6037
C -5.3029 0.8411 3.4221
C -6.3631 1.5180 2.8695
C -6.5143 1.5218 1.4663
C -5.5351 1.0520 0.6600
C -3.5319 -2.0979 -0.5616
C -4.8572 -2.5321 -0.5750
C -5.1492 -3.8343 -1.0150
C -4.1696 -4.6568 -1.5355
C -2.7976 -4.2095 -1.5807
C -2.5554 -2.9728 -1.0455
As -0.4172 0.1755 -2.1880
C 0.0697 1.9316 -2.9694
C -0.7873 3.0148 -3.2130
C -0.3575 4.1758 -3.7677
C 1.0265 4.3319 -4.1015
C 1.9483 3.3008 -3.7893
C 1.4227 2.0997 -3.2842
C 0.3283 -1.1727 -3.3964
C 0.4605 -0.9388 -4.7582
C 0.8788 -2.0264 -5.5018
C 1.2328 -3.2646 -4.9678
C 1.0724 -3.4867 -3.6148
C 0.6494 -2.4330 -2.7988
H -2.4801 0.7364 -3.4446
H -2.6071 -0.8980 -2.8344
H -4.2574 0.4545 -1.8437
H -3.1619 1.7029 -1.3075
H -3.7173 -0.5061 3.0521
H -5.2789 0.7154 4.5617
H -7.0883 2.0939 3.4304
H -7.3546 2.0135 0.8754
H -5.5239 1.1778 -0.4591
H -5.6262 -1.8468 -0.1806
H -6.1292 -4.2943 -1.0141
H -4.4276 -5.6994 -1.7961
H -1.9255 -4.8665 -1.8047
H -1.4559 -2.7808 -0.9465
H -1.8094 2.9661 -2.8722
H -1.1173 5.0109 -3.8788
H 1.3251 5.3131 -4.5561
H 2.9991 3.3607 -4.1184
H 2.0355 1.1788 -3.0530
H 0.1073 0.0164 -5.1825
H 0.9656 -1.9425 -6.5827
H 1.5564 -4.0802 -5.5848
H 1.1889 -4.4721 -3.1404
H 0.5748 -2.5613 -1.7425
Br 1.4207 -4.7511 0.2963
C 0.9207 -3.6824 1.7985
C 1.0194 -4.3284 3.0568
C 0.6691 -3.6749 4.1963
Br 0.8473 -4.4667 5.8884
C 0.1555 -2.3116 4.0784
C -0.1557 -1.4666 5.2166
C -0.5262 -0.1744 5.0132
C -0.6705 0.2986 3.6745
N -0.3156 -0.4241 2.6454
C 0.0582 -1.7037 2.8464
C 0.3854 -2.4163 1.6493
O 0.3436 -1.8688 0.4823
H 1.5259 -5.3170 3.1308
H -0.0514 -1.8408 6.2344
H -0.8193 0.4969 5.7958
H -1.0200 1.3129 3.4749
C 3.5317 4.0982 1.0868
O 3.8099 2.7293 0.8045
H 3.4203 4.6155 0.1239
H 4.3856 4.4800 1.6470
H 2.7013 4.2343 1.7666
H 3.0247 2.1706 0.9961
C 5.1783 0.6467 -2.5342
C 4.0309 0.1029 -1.7200
C 4.4197 -0.2711 -0.2815
S 2.8734 -0.7685 0.5775
O 1.9767 0.4544 0.5951
C 3.5892 -1.0884 2.2584
C 3.7952 0.0604 3.1857
C 3.8033 -0.3847 4.6279
H 5.6807 -0.2400 -3.0115
H 5.9026 1.2248 -1.9841
H 4.8829 1.3139 -3.3372
H 3.4227 -0.6823 -2.2113
H 3.3424 0.9255 -1.5259
H 4.9025 0.6424 0.1848
H 5.1110 -1.1029 -0.2253
H 4.5712 -1.5782 2.1351
H 2.8506 -1.8892 2.6379
H 3.0005 0.8291 3.0895
H 4.7882 0.5414 2.9227
H 2.8773 -0.9755 4.9394
H 3.8050 0.4634 5.3653
H 4.6489 -0.9731 4.8564
N 0.1208 4.2981 -0.0222
C -1.0700 4.3743 0.6961
C -1.3429 3.0690 1.0869
N -0.3497 2.2704 0.5673
C 0.5110 2.9885 -0.0712
H 0.5963 5.0060 -0.5723
H -1.6342 5.2915 0.8466
H -2.0762 2.6593 1.8034
H 1.4449 2.5917 -0.5601



[2]
Here is a structure of composition C45H50CaN4O6S3 from the Open Molecules 2025 dataset. Energies are from wB97M-V/def2-TZVPD.

Computed properties:
energy relative to the best compared isomer or geometry (same formula, charge and spin)	0.0	kcal per mole
E_HOMO	-7.8	eV

CARTESIAN COORDINATES (ANGSTROEM)
Ca 0.2868 0.1664 -0.1610
O 3.7658 -0.6972 -1.5031
S 3.0467 -0.5676 -0.2610
O 1.8497 -1.4422 -0.1269
N 2.4651 0.8445 0.0193
C 3.2466 2.0178 -0.0586
C 4.6027 2.1451 0.0312
C 5.2127 3.4286 -0.0210
C 4.4734 4.5629 -0.1606
C 3.0607 4.4579 -0.2798
C 2.2060 5.5720 -0.4559
C 0.8686 5.3785 -0.6143
C 0.3653 4.0558 -0.5880
N 1.1117 3.0029 -0.3961
C 2.4584 3.1928 -0.2406
C 4.1468 -1.0891 1.0014
C 5.3893 -1.6023 0.6468
C 6.2383 -2.0588 1.6488
C 5.8363 -2.0103 2.9770
C 4.5917 -1.4920 3.3175
C 3.7398 -1.0279 2.3309
H 5.2271 1.2678 0.1468
H 6.2909 3.4944 0.0611
H 4.9422 5.5389 -0.2120
H 2.6315 6.5694 -0.4587
H 0.1923 6.2091 -0.7673
H -0.6921 3.8680 -0.7324
H 5.6714 -1.6336 -0.3970
H 7.2111 -2.4584 1.3888
H 6.4966 -2.3773 3.7535
H 4.2798 -1.4577 4.3539
H 2.7695 -0.6239 2.5880
C -4.6630 -4.7046 -0.4402
O -5.3986 -3.4858 -0.5647
C -4.6784 -2.3452 -0.6351
C -5.4305 -1.1463 -0.5267
C -4.7604 0.0366 -0.5130
C -3.3417 0.1150 -0.5675
C -2.6895 1.3906 -0.4388
C -3.5204 2.6534 -0.4302
O -1.4564 1.5313 -0.3406
C -2.5876 -1.1020 -0.7159
O -1.3095 -1.1367 -0.7726
C -3.3168 -2.3203 -0.7874
H -5.3948 -5.4726 -0.2093
H -3.9270 -4.6293 0.3634
H -4.1532 -4.9538 -1.3732
H -6.5069 -1.2036 -0.4345
H -5.3356 0.9507 -0.4235
H -4.0850 2.7506 -1.3593
H -2.8595 3.5086 -0.3243
H -4.2367 2.6580 0.3950
H -2.7396 -3.2254 -0.9111
O -1.4394 -3.6799 1.6915
S -0.1859 -3.3295 0.9130
C -0.1484 -4.4470 -0.4836
C -0.8847 -5.6175 -0.3956
C -0.8489 -6.5200 -1.4474
C -0.0684 -6.2530 -2.5670
C 0.6503 -5.0664 -2.6487
C 0.6012 -4.1427 -1.6095
C 1.1528 -4.1518 1.7985
C 0.8523 -4.6756 3.0431
C 1.8649 -5.2663 3.7957
C 3.1614 -5.3094 3.3062
C 3.4525 -4.7662 2.0565
C 2.4511 -4.1860 1.2965
H -1.4662 -5.8124 0.4978
H -1.4248 -7.4357 -1.3914
H -0.0266 -6.9683 -3.3792
H 1.2526 -4.8535 -3.5232
H 1.1424 -3.2049 -1.6703
H -0.1663 -4.6230 3.4062
H 1.6346 -5.6860 4.7679
H 3.9485 -5.7626 3.8961
H 4.4647 -4.7926 1.6720
H 2.6774 -3.7642 0.3244
C -2.0876 2.4378 5.8622
C -1.7409 3.6827 5.0462
C -2.0812 3.5807 3.5592
C -1.3520 2.4643 2.8196
N -2.0890 1.2031 2.9349
C -1.5537 -0.0156 2.7478
S 0.1559 -0.2744 2.6248
N -2.3877 -1.0494 2.7378
C -3.8309 -0.9780 2.9275
C -4.2479 -0.7089 4.3681
C -5.7666 -0.6737 4.5246
C -6.4207 0.4921 3.7805
H -1.8334 2.5808 6.9143
H -1.5452 1.5589 5.5073
H -3.1592 2.2188 5.8061
H -0.6697 3.8862 5.1409
H -2.2689 4.5435 5.4631
H -1.8201 4.5246 3.0747
H -3.1666 3.4552 3.4401
H -0.3608 2.3030 3.2398
H -1.2163 2.7134 1.7666
H -3.0864 1.2728 2.7961
H -1.9942 -1.9623 2.4971
H -4.2274 -1.9418 2.6072
H -4.2456 -0.2296 2.2500
H -3.8278 0.2433 4.7079
H -3.8177 -1.4866 5.0037
H -6.0038 -0.5954 5.5875
H -6.1924 -1.6182 4.1697
H -5.9760 1.4453 4.0873
H -7.4903 0.5447 3.9912
H -6.3093 0.3970 2.6970



Result set for DFT total energy: -356369.4501 -116671.5848 eV, one per record in the order listed.